118
Properties=species:S:1:pos:R:3:forces:R:3 method="wB97M-V/def2-TZVPD" e_homo_ev="-0.706 / -0.709" multiplicity=9 e_lumo_ha="0.0813 / 0.0810" energy_ev=-216784.015 gap_ev="2.9 / 2.9" charge=-2
Cr -20.401 1.291 14.742 2.6 1.2 -1.1
Cr -21.992 0.951 10.458 0.2 1.1 -0.6
K -22.738 -1.762 15.412 0.0 0.9 -0.5
S -17.366 1.916 15.583 4.1 0.0 2.0
O -18.382 1.181 14.808 -4.1 -2.0 -0.6
O -17.935 2.547 16.790 -1.1 -0.3 0.2
O -16.331 0.902 15.972 -0.9 0.4 0.0
O -16.811 2.893 14.689 0.6 1.3 -0.8
S -23.384 1.024 13.601 -2.7 4.0 -0.1
O -24.297 -0.103 13.898 0.4 -1.0 -0.1
O -24.017 2.338 13.787 -1.2 -1.0 -1.6
O -22.373 1.127 14.639 3.1 -2.4 3.3
O -22.698 0.873 12.317 -1.1 -1.0 0.6
S -20.124 3.203 11.914 2.7 1.1 1.2
O -18.812 3.637 11.515 0.6 0.6 0.1
O -21.104 4.242 11.766 -2.1 1.4 -0.5
O -20.438 2.069 11.070 -2.0 -3.7 -4.0
O -20.172 2.606 13.241 -0.3 0.4 2.2
C -20.235 -2.924 12.652 0.4 2.7 -1.2
F -21.435 -2.953 13.298 -0.3 -0.8 -0.7
F -19.347 -3.184 13.614 -0.1 -0.5 -1.0
F -20.173 -3.816 11.594 -0.6 1.0 2.1
S -19.868 -1.058 11.974 0.1 2.2 1.1
O -20.027 -0.250 13.244 -0.2 -3.3 -3.4
O -18.520 -1.227 11.475 -1.1 -0.3 0.5
O -20.834 -0.707 10.853 1.5 -2.2 2.2
O -16.170 -7.873 12.420 -0.8 0.3 -0.2
P -17.378 -7.259 11.817 0.3 1.6 -1.8
N -18.281 -8.444 10.960 0.5 4.2 -0.8
C -18.284 -9.737 11.444 -0.2 -2.1 1.4
C -19.221 -8.066 9.892 1.0 -0.8 -0.5
N -16.980 -5.993 10.615 -1.4 -0.6 1.4
C -15.875 -6.236 9.758 1.5 -1.0 -0.1
C -17.455 -4.580 10.490 -1.1 -0.4 0.6
N -18.424 -6.504 12.898 3.1 -0.7 -0.6
C -17.858 -5.824 14.031 -0.6 1.6 1.2
C -19.776 -6.391 12.608 -2.7 -1.1 0.2
H -19.311 -10.092 11.528 -0.1 -0.5 -0.3
H -17.905 -9.814 12.463 0.1 0.4 0.1
H -17.638 -10.424 10.898 -0.2 -0.3 -0.5
H -20.267 -8.087 10.198 -0.1 0.4 0.2
H -19.157 -8.742 9.039 0.1 -0.8 0.2
H -18.889 -7.176 9.357 -0.3 0.6 0.8
H -15.094 -5.486 9.883 -0.1 0.4 -0.2
H -15.346 -7.153 10.017 -0.2 -0.3 0.2
H -16.113 -6.351 8.700 -0.3 0.3 -0.3
H -17.406 -4.004 11.414 0.8 0.1 0.0
H -16.993 -4.065 9.648 0.7 -0.2 0.4
H -18.507 -4.427 10.253 -0.3 -0.9 -0.2
H -18.627 -5.223 14.517 -0.6 -0.4 0.0
H -17.476 -6.418 14.862 0.4 -0.4 -0.5
H -17.226 -4.963 13.814 0.9 -0.5 -0.5
H -20.280 -7.348 12.747 -0.1 -0.6 -0.1
H -20.061 -6.114 11.593 0.3 0.6 0.1
H -20.277 -5.809 13.382 0.1 0.6 -0.4
O -23.622 -0.164 9.240 1.3 1.1 0.6
P -24.720 -1.070 8.972 -1.1 -2.4 0.4
N -26.118 -0.312 8.524 -0.8 0.3 -1.0
C -27.339 -1.051 8.106 0.6 1.7 -0.1
C -26.473 1.066 8.854 0.3 0.7 0.8
N -25.170 -1.932 10.440 -0.9 -0.3 -1.2
C -26.629 -2.288 10.730 1.0 0.3 -0.1
C -24.126 -2.496 11.330 -0.1 0.0 0.0
N -24.335 -2.102 7.609 -0.5 -1.4 3.4
C -24.612 -3.606 7.782 0.6 2.0 -0.4
C -23.605 -1.616 6.432 -1.1 -0.9 -0.1
H -28.010 -1.005 8.964 -0.2 -0.9 -0.1
H -27.142 -2.009 7.625 0.0 0.0 0.5
H -27.844 -0.415 7.379 0.1 -0.1 -0.4
H -25.661 1.762 9.067 0.6 -0.8 0.1
H -27.109 1.124 9.737 -0.2 -0.2 0.2
H -26.992 1.620 8.072 -0.3 -0.7 -0.6
H -27.187 -2.745 9.912 0.4 0.0 -0.3
H -26.763 -3.003 11.543 0.8 0.0 0.2
H -27.209 -1.418 11.038 0.2 0.3 0.0
H -24.504 -2.911 12.264 -0.8 0.0 -0.2
H -23.606 -3.325 10.849 0.4 0.1 -0.1
H -23.441 -1.752 11.736 0.2 0.3 -0.7
H -24.044 -4.047 8.602 -0.1 0.1 0.1
H -25.676 -3.761 7.961 0.0 -0.2 -0.1
H -24.276 -4.097 6.869 -0.3 0.0 -0.1
H -24.444 -1.369 5.781 0.6 0.8 -0.8
H -23.080 -2.445 5.957 0.1 -0.2 0.1
H -22.852 -0.840 6.569 -0.5 0.2 0.5
C -21.945 -6.468 5.447 -1.0 0.6 0.3
C -20.522 -6.014 5.504 2.0 -1.5 1.7
C -20.068 -5.367 6.889 -1.8 0.0 -0.6
O -20.566 -4.021 6.997 1.1 -1.4 -1.4
C -21.120 -3.736 8.243 -0.5 0.8 -0.5
N -19.804 -7.343 5.466 0.4 1.0 0.3
H -22.176 -7.298 6.115 0.5 0.2 0.5
H -22.153 -6.926 4.479 -0.2 0.6 -0.3
H -22.608 -5.651 5.730 -0.4 0.0 -0.6
H -20.216 -5.337 4.706 -0.2 0.0 -0.2
H -19.012 -5.432 7.151 0.4 0.3 -0.7
H -20.510 -6.012 7.649 -0.5 0.0 0.3
H -21.383 -2.680 8.197 0.3 0.1 0.4
H -20.393 -3.932 9.031 -0.5 -0.1 0.4
H -22.095 -4.223 8.259 0.2 -0.6 0.9
H -19.772 -7.741 4.538 0.0 0.1 -0.1
H -18.856 -7.186 5.778 0.3 -0.2 -0.2
C -22.200 4.816 8.639 0.5 -0.4 -0.9
C -22.556 3.319 8.545 -0.7 2.1 -1.2
C -21.424 2.548 7.996 1.8 -1.3 -0.4
O -21.530 1.109 8.220 -0.2 0.6 -0.5
C -20.478 0.264 7.654 -1.0 2.0 1.1
N -22.921 2.934 9.831 -1.3 -1.9 2.2
H -23.066 5.367 9.005 0.1 0.1 -0.1
H -21.875 5.182 7.665 -0.1 0.4 -0.1
H -21.369 4.920 9.337 -0.1 0.1 0.2
H -23.435 3.242 7.906 -0.1 -0.3 -0.3
H -20.527 2.929 8.485 0.4 -0.3 0.2
H -21.311 2.736 6.928 -0.1 0.0 -0.3
H -19.564 0.556 8.171 0.4 -0.2 -0.3
H -20.480 0.506 6.591 0.4 -0.6 -0.2
H -20.747 -0.753 7.938 0.1 0.1 -0.4
H -22.421 3.447 10.544 0.7 0.5 0.7
H -23.892 3.161 9.991 -0.1 -0.3 0.2


16
Properties=species:S:1:pos:R:3:forces:R:3 method="wB97M-V/def2-TZVPD" e_homo_ev=-7.853 de_lowest_kcal_mol=158.5 e_lumo_ha=0.0247 energy_ev=-9324.834 gap_ev=8.5 charge=0
C -2.267 -0.729 -0.221 -0.6 -4.8 4.0
C -1.167 0.167 -0.199 3.0 -1.1 0.5
C -1.020 1.582 0.149 -2.1 -0.2 -0.8
C 2.261 0.354 -0.182 -0.1 -2.0 -1.5
C 1.577 -1.072 0.186 -2.2 -1.9 3.6
C 0.187 -0.400 -0.405 -1.2 2.0 1.6
H -2.670 -0.686 0.891 0.7 -1.0 -1.5
H -3.117 -0.343 -0.597 -2.8 0.9 -2.5
H -2.053 -1.974 -0.556 -0.6 4.2 1.0
H -1.805 2.519 0.562 2.3 -3.4 -1.6
H 2.955 0.880 0.473 -1.1 0.0 1.0
H 2.902 0.353 -1.080 -0.8 -0.3 -0.3
H 1.419 -1.021 1.590 0.4 -0.2 -4.5
H 1.724 -2.276 -0.035 0.4 3.6 0.2
N 0.213 1.919 -0.125 2.7 -0.8 0.2
N 0.861 0.726 -0.452 2.0 5.1 0.6


11
Properties=species:S:1:pos:R:3:forces:R:3 method="wB97M-V/def2-TZVPD" e_homo_ev=-8.186 de_lowest_kcal_mol=19.0 e_lumo_ha=0.0208 energy_ev=-25887.874 gap_ev=8.8 charge=0 smiles="C=O.CSS"
C -1.384 0.413 -4.637 -0.5 0.1 -0.3
O -1.787 -0.246 -3.731 -0.2 -0.6 0.8
H -0.766 1.294 -4.428 0.3 0.2 -0.4
H -1.715 0.156 -5.663 0.4 0.3 -0.1
C 1.404 -0.842 2.718 -0.4 0.0 -0.4
S 1.462 0.836 2.075 -0.2 0.3 0.0
S -0.554 1.456 2.188 0.3 0.0 -0.3
H 0.545 -1.400 2.346 0.0 0.1 -0.1
H 1.421 -0.875 3.800 0.1 0.1 0.2
H 2.285 -1.298 2.293 0.4 -0.3 0.1
H -0.911 0.506 3.039 -0.2 -0.2 0.4


Asked for molar mass across the records above, the calculation gives 1117.0, 108.1, 110.2 g/mol in order.